(1)
A structure of composition C29H27N3O5PdS2Te, computed with the ωB97M-V functional and the def2-TZVPD basis.

Results
Total energy in Eh: -2853.9805
⟨S²⟩: 2.01
Strongest force on any atom in hartree/bohr: 0.0199
2S+1: 3
E_HOMO (alpha / beta) in eV: -7.860 / -8.151

CARTESIAN COORDINATES (ANGSTROEM)
Pd: 0.26 -1.16 0.26
N: 2.85 -2.50 -1.30
C: 3.28 -1.89 -0.13
C: 4.64 -1.76 0.14
C: 5.03 -1.15 1.31
C: 4.07 -0.70 2.21
C: 2.75 -0.85 1.87
N: 2.37 -1.39 0.70
C: 1.74 -3.39 -1.37
C: 1.97 -4.74 -1.60
C: 0.88 -5.59 -1.71
C: -0.39 -5.06 -1.56
C: -0.52 -3.71 -1.31
N: 0.53 -2.88 -1.25
H: 3.61 -2.81 -1.88
H: 5.37 -2.16 -0.56
H: 6.09 -1.04 1.53
H: 4.34 -0.24 3.15
H: 1.94 -0.54 2.52
H: 2.98 -5.11 -1.67
H: 1.03 -6.65 -1.87
H: -1.27 -5.69 -1.60
H: -1.49 -3.27 -1.12
C: -3.10 0.15 -1.24
S: -2.16 0.41 0.28
O: -1.60 1.78 0.19
C: -3.58 0.56 1.38
C: -4.00 1.86 1.64
C: -5.09 2.07 2.47
C: -5.75 0.99 3.03
C: -5.32 -0.30 2.77
C: -4.23 -0.53 1.94
H: -3.61 1.08 -1.49
H: -3.82 -0.66 -1.08
H: -2.40 -0.12 -2.03
H: -3.45 2.69 1.21
H: -5.42 3.08 2.68
H: -6.60 1.15 3.69
H: -5.82 -1.15 3.23
H: -3.86 -1.53 1.75
O: -1.13 -3.03 3.56
S: -0.93 -2.45 2.26
O: -0.49 -0.98 2.36
O: -2.10 -2.52 1.36
O: 0.23 -3.06 1.50
Te: 1.19 0.64 -1.56
C: -0.05 2.08 -2.47
C: -0.61 1.74 -3.69
C: -1.46 2.63 -4.34
C: -1.72 3.87 -3.77
C: -1.14 4.21 -2.55
C: -0.31 3.32 -1.89
C: 2.16 1.86 -0.14
C: 1.48 2.26 1.01
C: 2.15 3.00 1.97
C: 3.48 3.33 1.80
C: 4.16 2.93 0.65
C: 3.49 2.20 -0.33
H: -0.40 0.78 -4.15
H: -1.90 2.36 -5.29
H: -2.38 4.57 -4.28
H: -1.35 5.17 -2.11
H: 0.10 3.58 -0.93
H: 0.44 1.99 1.14
H: 1.62 3.31 2.86
H: 4.00 3.90 2.56
H: 5.20 3.19 0.51
H: 4.02 1.89 -1.22


(2)
A structure of composition C24H27BBe2CaCl4N2O17, computed with the ωB97M-V functional and the def2-TZVPD basis.

Results
Total energy in Eh: -4891.3113
Strongest force on any atom in hartree/bohr: 0.0983
E_HOMO in eV: -6.025

CARTESIAN COORDINATES (ANGSTROEM)
C: 1.49 -1.36 1.20
O: 0.91 -1.20 -0.15
B: 0.14 -0.06 -0.06
O: 0.70 1.20 0.13
C: -1.48 -0.12 -0.11
C: -2.25 -0.81 0.84
C: -3.71 -0.77 0.72
O: -4.41 -1.44 1.70
C: -4.41 -0.11 -0.32
C: -5.94 -0.13 -0.42
C: -3.67 0.61 -1.28
C: -2.14 0.57 -1.16
C: -1.60 1.39 -2.39
O: -0.52 1.46 -2.89
N: -2.82 2.08 -2.91
C: -4.09 1.45 -2.53
O: -5.18 1.54 -3.02
H: 2.46 -0.84 1.28
H: 0.79 -0.86 1.90
H: 1.56 -2.42 1.45
H: -0.01 1.85 0.08
H: -1.77 -1.39 1.68
H: -4.81 -2.25 1.35
H: -6.33 0.86 -0.14
H: -6.27 -0.42 -1.43
H: -6.30 -0.89 0.29
H: -2.74 3.07 -2.64
O: 3.31 -3.59 2.59
C: 3.60 -4.75 2.12
C: 2.83 -5.94 2.99
O: 3.16 -7.13 2.58
H: 4.67 -5.04 2.13
H: 3.30 -4.96 1.07
H: 1.76 -5.67 2.96
H: 3.11 -5.74 4.04
C: -2.12 0.39 4.74
Cl: -1.83 -0.17 3.06
Cl: -2.55 2.10 4.72
Cl: -3.44 -0.55 5.44
Cl: -0.65 0.16 5.70
Be: 4.05 -6.95 4.30
Ca: -2.53 3.21 -0.94
C: 0.02 4.91 -4.50
O: -0.73 4.75 -3.52
O: -0.28 4.62 -5.69
O: 1.19 5.39 -4.42
N: 0.16 -9.25 1.14
C: -0.74 -9.79 0.32
C: -0.80 -9.53 -1.04
C: 0.14 -8.65 -1.58
C: 1.08 -8.07 -0.73
C: 1.05 -8.41 0.61
H: -1.45 -10.47 0.78
H: -1.55 -10.00 -1.66
H: 0.13 -8.41 -2.63
H: 1.82 -7.38 -1.11
H: 1.77 -7.99 1.31
C: 4.50 8.55 -2.01
C: 3.61 7.69 -1.13
C: 3.04 6.48 -1.82
O: 1.88 6.22 -1.02
C: 1.47 7.42 -0.53
O: 0.42 7.61 0.01
O: 2.41 8.38 -0.74
H: 5.55 8.37 -1.77
H: 4.38 8.31 -3.06
H: 4.29 9.61 -1.87
H: 4.13 7.42 -0.21
H: 3.72 5.63 -1.82
H: 2.70 6.68 -2.84
O: 3.44 0.31 -0.75
H: 3.16 1.23 -0.73
H: 2.62 -0.18 -0.88
Be: 1.39 -10.06 -2.77
C: -2.10 8.10 2.03
O: -1.42 8.48 2.98
O: -2.12 6.91 1.59
O: -2.88 8.82 1.36


(3)
A cluster of 2 separate species, C2H11N3O in total, computed with the ωB97M-V functional and the def2-TZVPD basis.

Results
Total energy in Eh: -322.2835
Strongest force on any atom in hartree/bohr: 0.0184
E_HOMO in eV: -8.990

CARTESIAN COORDINATES (ANGSTROEM)
N: 0.48 -1.85 0.30
C: 1.24 -1.39 1.45
N: 0.96 -0.08 2.01
H: -0.48 -2.08 0.53
H: 0.43 -1.15 -0.42
H: 1.24 -2.12 2.25
H: 2.27 -1.36 1.10
H: 1.33 0.68 1.46
H: -0.03 0.10 2.15
N: -0.65 0.34 -1.99
C: -1.31 1.09 -0.97
O: -1.21 2.51 -1.01
H: -1.05 0.44 -2.91
H: 0.35 0.45 -2.03
H: -2.38 0.91 -1.04
H: -0.93 0.73 -0.01
H: -0.29 2.78 -0.86


(4)
A structure of composition C30H57BBr4Cl4F4MgN3O11PS, computed with the ωB97M-V functional and the def2-TZVPD basis.

Results
Total energy in Eh: -15668.9692
Strongest force on any atom in hartree/bohr: 0.1726
E_HOMO in eV: -5.203

CARTESIAN COORDINATES (ANGSTROEM)
C: -0.24 6.24 -2.28
C: 0.00 4.74 -2.97
O: -1.29 4.05 -2.91
C: -1.48 3.12 -4.04
O: -1.69 1.77 -3.50
C: -0.49 0.93 -3.61
O: -0.28 0.29 -4.79
C: 0.61 0.64 -2.42
C: 2.16 1.14 -2.55
C: 2.58 1.97 -3.92
C: 3.41 0.96 -4.90
C: 4.34 1.76 -6.03
C: 5.86 2.10 -5.47
O: 5.92 3.45 -4.87
C: 6.92 3.55 -3.80
C: 3.21 0.77 -1.35
C: 4.80 1.28 -1.51
N: 2.77 -0.03 -0.11
B: 3.89 -0.31 0.88
O: 3.88 0.41 2.18
O: 5.03 -1.25 0.61
C: 6.23 -0.55 1.14
C: 1.37 -0.52 0.16
P: 0.73 -1.47 1.67
O: -0.90 -0.99 2.20
O: 1.68 -1.47 3.11
S: 0.51 -3.36 1.10
C: 0.24 -0.21 -1.03
C: -1.33 -0.73 -0.95
C: -2.36 0.50 -0.62
F: -3.13 0.33 0.65
H: -0.18 7.10 -3.11
H: -1.30 6.32 -1.78
H: 0.58 6.46 -1.45
H: 0.75 4.17 -2.28
H: 0.42 4.90 -4.06
H: -0.65 3.19 -4.86
H: -2.50 3.42 -4.58
H: 3.32 2.83 -3.57
H: 1.67 2.52 -4.43
H: 2.73 0.16 -5.46
H: 4.15 0.34 -4.20
H: 4.36 1.19 -7.06
H: 3.77 2.80 -6.21
H: 6.07 1.27 -4.63
H: 6.65 1.97 -6.33
H: 7.52 2.55 -3.63
H: 6.35 3.78 -2.78
H: 7.70 4.41 -4.03
H: 4.98 1.89 -2.50
H: 5.56 0.37 -1.55
H: 5.05 2.04 -0.62
H: 3.03 0.94 2.18
H: 7.23 -0.98 0.66
H: 6.32 -0.63 2.32
H: 6.21 0.62 0.91
H: -0.70 -0.22 2.85
H: 1.41 -0.78 3.79
H: -1.47 -1.68 -0.25
H: -1.61 -1.12 -2.04
H: -3.18 0.57 -1.48
H: -1.80 1.55 -0.65
C: -4.12 -0.82 3.55
C: -4.63 -1.52 4.80
O: -5.97 -1.18 5.14
C: -6.97 -1.48 4.17
C: -7.05 -2.96 3.84
H: -4.19 0.27 3.66
H: -3.08 -1.09 3.35
H: -4.71 -1.09 2.67
H: -4.00 -1.21 5.65
H: -4.52 -2.60 4.72
H: -6.81 -0.88 3.27
H: -7.93 -1.16 4.60
H: -6.12 -3.34 3.40
H: -7.86 -3.15 3.12
H: -7.25 -3.55 4.74
C: 6.99 -4.04 -0.19
C: 8.14 -4.05 0.78
O: 8.94 -3.12 0.85
N: 8.26 -5.13 1.60
C: 7.42 -6.30 1.66
H: 7.01 -3.12 -0.79
H: 7.07 -4.89 -0.88
H: 6.04 -4.08 0.35
H: 9.05 -5.07 2.23
H: 7.01 -6.37 2.67
H: 8.04 -7.18 1.46
H: 6.60 -6.26 0.94
Br: 0.90 -3.83 3.58
C: -3.39 -1.55 -5.37
Cl: -4.94 -2.42 -5.47
Cl: -2.26 -2.48 -4.35
Cl: -2.70 -1.35 -7.00
Cl: -3.66 0.05 -4.64
C: -6.72 4.73 4.51
C: -6.37 3.28 4.48
O: -5.68 2.72 3.66
N: -6.77 2.39 5.51
C: -8.23 2.27 5.69
H: -6.41 5.19 3.56
H: -7.79 4.87 4.62
H: -6.19 5.22 5.33
H: -6.35 2.72 6.38
H: -6.33 1.51 5.23
H: -8.62 3.21 6.08
H: -8.40 1.47 6.42
H: -8.68 2.01 4.73
F: -7.91 0.47 4.50
Mg: -9.95 1.21 4.35
F: 2.55 -4.55 0.30
C: -1.60 -6.25 -1.23
Br: 0.28 -5.87 -0.92
Br: -2.55 -6.61 0.43
Br: -2.46 -4.83 -2.26
H: -1.65 -7.16 -1.83
F: -8.86 -2.07 3.10


(5)
An isolated molecule of C15H22O5, computed with the ωB97M-V functional and the def2-TZVPD basis.

Results
Total energy in Eh: -961.0167
Strongest force on any atom in hartree/bohr: 0.0174
E_HOMO in eV: -8.519

CARTESIAN COORDINATES (ANGSTROEM)
C: -1.15 1.86 4.38
C: 0.17 2.44 3.85
C: 0.35 3.87 4.38
O: 1.26 1.64 4.27
C: 0.22 2.48 2.31
C: -0.30 1.23 1.57
C: 0.50 -0.05 1.86
C: 1.27 -0.57 0.64
C: 1.95 -1.90 0.98
O: 2.33 0.35 0.35
C: 0.38 -0.80 -0.59
C: -0.95 -1.17 -0.44
C: -1.76 -1.44 -1.53
C: -1.23 -1.35 -2.81
C: -2.11 -1.65 -3.96
O: -3.27 -1.95 -3.87
O: -1.49 -1.54 -5.15
C: 0.10 -1.00 -2.98
C: 0.91 -0.73 -1.89
O: 2.20 -0.42 -2.15
H: -2.00 2.37 3.93
H: -1.21 0.80 4.16
H: -1.20 1.99 5.46
H: -0.49 4.49 4.08
H: 1.27 4.30 3.99
H: 0.40 3.86 5.47
H: 1.27 1.62 5.23
H: 1.26 2.66 2.04
H: -0.37 3.33 1.97
H: -1.35 1.08 1.83
H: -0.28 1.45 0.50
H: -0.15 -0.83 2.24
H: 1.24 0.16 2.63
H: 1.20 -2.66 1.19
H: 2.56 -2.23 0.14
H: 2.59 -1.77 1.84
H: 1.98 1.25 0.44
H: -1.38 -1.25 0.55
H: -2.79 -1.72 -1.40
H: -2.12 -1.75 -5.86
H: 0.54 -0.94 -3.97
H: 2.63 -0.16 -1.30


(6)
A cluster of 10 separate species, C6H34NO10 in total, computed with the ωB97M-V functional and the def2-TZVPD basis.

Results
Total energy in Eh: -1055.9334
Strongest force on any atom in hartree/bohr: 0.0578
Total charge: +1
E_HOMO in eV: -13.072

CARTESIAN COORDINATES (ANGSTROEM)
C: 0.25 -0.44 -3.47
O: -0.80 -1.09 -4.20
C: -0.05 1.00 -3.17
C: -1.36 1.15 -2.34
C: -1.12 1.42 -0.86
C: -2.49 1.74 -0.12
C: -3.10 0.70 0.75
N: -2.05 -0.06 1.56
H: 0.40 -1.06 -2.58
H: 1.17 -0.65 -4.04
H: -1.20 -0.48 -4.82
H: -0.29 1.59 -4.06
H: 0.77 1.47 -2.63
H: -1.88 1.99 -2.79
H: -2.02 0.28 -2.32
H: -0.62 0.62 -0.30
H: -0.42 2.23 -0.64
H: -2.12 2.56 0.49
H: -3.12 2.23 -0.85
H: -3.84 1.00 1.49
H: -3.61 -0.11 0.21
H: -1.35 0.64 1.80
H: -1.69 -0.89 1.06
H: -2.45 -0.40 2.43
H: -0.56 -3.00 -2.22
H: -1.69 -2.05 -2.65
O: -1.32 -2.52 -1.90
H: -2.23 -3.47 1.13
H: -2.14 -2.78 -0.28
O: -2.14 -2.63 0.68
H: 1.97 2.44 -0.28
H: 1.71 3.87 -0.91
O: 1.59 3.33 -0.13
H: 4.04 1.99 0.98
H: 3.28 0.52 0.66
O: 3.28 1.51 0.69
H: 1.68 2.28 1.41
H: 0.94 2.99 2.54
O: 0.97 2.15 2.06
H: 3.69 -1.02 1.76
H: 3.34 -1.79 0.48
O: 3.82 -1.03 0.82
H: 0.17 -0.97 3.39
H: -0.22 -2.53 3.19
O: -0.53 -1.63 3.13
H: 1.73 -0.11 4.30
H: 1.56 0.82 2.90
O: 1.47 -0.02 3.39
H: 0.96 -2.02 1.79
H: 1.04 -3.13 0.61
O: 1.47 -2.46 1.11


(7)
A cluster of 2 separate species, C4H4O2S in total, computed with the ωB97M-V functional and the def2-TZVPD basis.

Results
Total energy in Eh: -703.4361
Strongest force on any atom in hartree/bohr: 0.0790
E_HOMO in eV: -9.933

CARTESIAN COORDINATES (ANGSTROEM)
C: 0.85 1.43 0.41
C: 0.79 0.34 -0.36
C: 1.14 -0.99 0.06
O: 0.67 -1.58 1.01
H: 1.43 1.49 1.24
H: 0.40 2.38 0.04
H: 0.48 0.22 -1.40
H: 1.69 -1.71 -0.68
O: -2.50 -1.63 -0.76
C: -2.41 -0.67 -0.14
S: -2.52 0.72 0.59


(8)
A structure of composition C31H28BrClLuP, computed with the ωB97M-V functional and the def2-TZVPD basis.

Results
Total energy in Eh: -5809.1765
Strongest force on any atom in hartree/bohr: 0.0332
E_HOMO in eV: -7.489

CARTESIAN COORDINATES (ANGSTROEM)
Lu: -17.76 -4.59 6.45
C: -17.29 -3.93 8.96
C: -16.94 -2.82 8.22
C: -18.09 -2.27 7.60
C: -19.21 -3.04 8.03
C: -18.70 -4.07 8.88
H: -16.64 -4.51 9.61
H: -15.95 -2.37 8.19
H: -18.13 -1.31 7.11
H: -20.25 -2.79 7.88
H: -19.29 -4.76 9.46
Br: -13.78 -10.28 5.98
C: -14.83 -8.77 6.31
C: -16.05 -8.71 5.71
C: -16.81 -7.58 5.91
C: -16.42 -6.47 6.65
C: -15.18 -6.62 7.30
C: -14.41 -7.77 7.16
H: -16.33 -9.46 5.01
H: -17.77 -7.59 5.38
H: -14.80 -5.81 7.90
H: -13.45 -7.88 7.65
C: -13.91 -3.68 5.35
P: -15.67 -3.48 4.89
C: -15.98 -1.68 4.68
C: -17.14 -1.26 4.00
C: -17.39 0.09 3.82
C: -16.56 1.06 4.38
C: -15.47 0.64 5.14
C: -15.16 -0.72 5.24
C: -15.62 -4.23 3.25
C: -15.63 -3.44 2.12
C: -15.41 -4.01 0.90
C: -15.19 -5.36 0.77
C: -15.28 -6.17 1.89
C: -15.53 -5.62 3.15
H: -13.30 -3.20 4.59
H: -13.70 -4.75 5.39
H: -13.69 -3.20 6.29
H: -17.82 -2.00 3.57
H: -18.30 0.36 3.33
H: -16.75 2.11 4.19
H: -14.86 1.37 5.61
H: -14.24 -1.05 5.75
H: -15.77 -2.36 2.20
H: -15.38 -3.38 0.02
H: -14.89 -5.82 -0.14
H: -15.20 -7.25 1.78
H: -15.69 -6.20 4.03
Cl: -20.43 -6.00 6.30
C: -20.99 -4.87 5.05
C: -22.33 -4.51 5.01
C: -22.75 -3.56 4.09
C: -21.83 -2.94 3.25
C: -20.51 -3.33 3.32
C: -20.07 -4.33 4.17
C: -18.65 -4.70 4.21
H: -23.04 -4.92 5.70
H: -23.82 -3.30 4.09
H: -22.15 -2.21 2.53
H: -19.77 -2.87 2.66
H: -18.17 -4.22 3.39
H: -18.50 -5.78 4.07


(9)
A cluster of 2 separate species, C2H8O2 in total, computed with the ωB97M-V functional and the def2-TZVPD basis.

Results
Total energy in Eh: -231.4286
Strongest force on any atom in hartree/bohr: 0.0334
E_HOMO in eV: -10.164

CARTESIAN COORDINATES (ANGSTROEM)
C: -0.09 -1.98 -0.16
O: 0.35 -2.16 -1.52
H: 0.05 -0.95 0.19
H: -1.16 -2.20 -0.14
H: 0.50 -2.65 0.45
H: -0.10 -1.49 -2.07
C: 0.17 1.91 0.23
O: -0.53 1.30 1.31
H: -0.52 2.26 -0.55
H: 0.67 2.84 0.51
H: 0.92 1.30 -0.28
H: -0.25 1.81 2.04


Copy entry 5 word for word.
An isolated molecule of C15H22O5, computed with the ωB97M-V functional and the def2-TZVPD basis.

Results
Total energy in Eh: -961.0167
Strongest force on any atom in hartree/bohr: 0.0174
E_HOMO in eV: -8.519

CARTESIAN COORDINATES (ANGSTROEM)
C: -1.15 1.86 4.38
C: 0.17 2.44 3.85
C: 0.35 3.87 4.38
O: 1.26 1.64 4.27
C: 0.22 2.48 2.31
C: -0.30 1.23 1.57
C: 0.50 -0.05 1.86
C: 1.27 -0.57 0.64
C: 1.95 -1.90 0.98
O: 2.33 0.35 0.35
C: 0.38 -0.80 -0.59
C: -0.95 -1.17 -0.44
C: -1.76 -1.44 -1.53
C: -1.23 -1.35 -2.81
C: -2.11 -1.65 -3.96
O: -3.27 -1.95 -3.87
O: -1.49 -1.54 -5.15
C: 0.10 -1.00 -2.98
C: 0.91 -0.73 -1.89
O: 2.20 -0.42 -2.15
H: -2.00 2.37 3.93
H: -1.21 0.80 4.16
H: -1.20 1.99 5.46
H: -0.49 4.49 4.08
H: 1.27 4.30 3.99
H: 0.40 3.86 5.47
H: 1.27 1.62 5.23
H: 1.26 2.66 2.04
H: -0.37 3.33 1.97
H: -1.35 1.08 1.83
H: -0.28 1.45 0.50
H: -0.15 -0.83 2.24
H: 1.24 0.16 2.63
H: 1.20 -2.66 1.19
H: 2.56 -2.23 0.14
H: 2.59 -1.77 1.84
H: 1.98 1.25 0.44
H: -1.38 -1.25 0.55
H: -2.79 -1.72 -1.40
H: -2.12 -1.75 -5.86
H: 0.54 -0.94 -3.97
H: 2.63 -0.16 -1.30


Question: Number 7 is which compound?
Answer: C4H4O2S